Record 1
Formula: C27H59N3O4
Source: the Open Molecules 2025 dataset
Level of theory: wB97M-V/def2-TZVPD

Calculated values
Highest occupied orbital energy (eV): -7.90
Orbital gap (eV): 8.5
Lowest unoccupied orbital energy (eV): 0.6333
Charge: 0
Energy relative to the best compared isomer or geometry (same formula, charge and spin) (kcal per mole): 0.0

```
93
Properties=species:S:1:pos:R:3:forces:R:3:mulliken_charge:R:1
C 3.1872 0.4757 -3.9217 0.4596 0.1655 0.3224 -1.96
C 1.8190 0.0706 -3.3355 0.2212 0.2707 -0.7387 2.37
C 1.4386 1.0863 -2.2695 -0.8320 0.0736 0.5869 -2.57
C 0.7718 0.1402 -4.4559 -0.4139 -0.3741 -0.4986 -1.39
C 0.7156 -1.1071 -5.3609 0.1549 0.2046 0.2735 -0.78
C 0.7791 -2.4004 -4.5651 -0.5994 -0.3009 -0.1111 -0.90
C 1.8874 -2.4583 -3.5193 0.0889 -0.4819 -0.6797 1.29
C 1.6329 -3.6618 -2.6089 0.0127 0.2508 0.0764 -1.78
C 3.2538 -2.6526 -4.1865 0.5390 -0.2121 0.1404 -1.85
N 1.7684 -1.2542 -2.7305 -0.4945 0.2162 0.8181 1.34
O 2.6764 -1.3034 -1.6348 0.0644 0.0125 -0.5488 -0.62
H 3.2952 1.5612 -3.8454 -0.0480 -0.0233 -0.1857 0.47
H 4.0190 0.0571 -3.3511 -0.1489 -0.0837 0.0826 0.29
H 3.3300 0.1928 -4.9632 -0.1351 -0.0375 -0.0466 0.34
H 0.4861 0.8124 -1.7916 0.1465 -0.2247 -0.1545 -0.17
H 2.1585 1.1535 -1.4538 0.1979 0.1132 -0.2367 0.65
H 1.2404 2.0683 -2.7057 0.3727 0.0278 -0.0859 0.59
H -0.2286 0.3264 -4.0501 0.1017 -0.1218 0.2196 0.47
H 0.9915 0.9846 -5.1148 0.0436 0.1842 0.2532 0.41
H -0.2298 -1.1023 -5.9072 0.1052 0.1156 -0.1756 0.45
H 1.5209 -1.0475 -6.0991 0.0045 -0.1406 0.0301 0.37
H 0.8434 -3.2667 -5.2332 0.2727 0.0909 -0.0243 0.43
H -0.1872 -2.5476 -4.0623 0.1510 0.1962 0.1250 0.15
H 0.6768 -3.5468 -2.0930 0.0568 -0.0110 -0.0147 0.06
H 2.4264 -3.7249 -1.8662 -0.0415 -0.1406 0.0165 0.42
H 1.6091 -4.5758 -3.2019 0.0115 -0.0425 -0.0102 0.49
H 4.0381 -2.5661 -3.4286 -0.0365 0.1276 -0.0675 0.35
H 3.4678 -1.9489 -4.9864 -0.0890 0.1203 0.0131 0.31
H 3.3649 -3.6536 -4.6138 -0.2513 0.0031 0.0380 0.44
H 2.0803 -1.1711 -0.8841 0.2832 0.0578 0.5093 0.45
C 2.1020 1.8944 4.8169 0.0031 -0.5305 0.0892 -1.63
C 0.7473 2.4710 4.3834 0.6070 -0.2439 0.1604 1.31
C -0.3585 1.7966 5.1859 -0.2637 -0.3676 -0.1098 -2.01
C 0.6612 3.9629 4.6228 0.1846 0.8920 -0.7469 -1.11
C 1.5420 4.7570 3.6476 -0.5889 -0.3312 0.0460 -0.74
C 1.0621 4.5084 2.2177 0.9063 -0.0034 0.1267 -1.32
C 0.9875 3.0230 1.8429 0.1423 -0.0717 -0.4704 1.73
C -0.0002 2.8741 0.6664 0.6555 -0.1093 -0.0802 -1.19
C 2.3732 2.5626 1.3459 0.2650 -0.1688 0.3546 -1.71
N 0.5073 2.2333 2.9675 -1.3791 0.4490 -0.0162 0.57
O 0.4473 0.8513 2.6740 0.1963 0.1988 0.0164 -0.44
H 2.2794 1.9914 5.8904 -0.0692 0.1547 -0.0178 0.44
H 2.0801 0.8218 4.6010 0.1160 0.0657 0.0035 0.32
H 2.9513 2.3130 4.2791 -0.0614 0.1450 -0.0117 0.31
H -0.2750 2.0380 6.2459 0.0404 0.0300 -0.0024 0.46
H -1.3401 2.1122 4.8239 0.0460 0.1482 0.0451 0.38
H -0.3208 0.7113 5.0739 0.1046 0.0298 0.0869 0.33
H -0.3660 4.2866 4.4152 -0.0418 -0.0809 0.3315 0.36
H 0.9295 4.2153 5.6482 -0.1335 -0.1855 0.1163 0.45
H 1.4425 5.8251 3.8472 0.2428 -0.0129 0.1432 0.41
H 2.5851 4.4564 3.7643 0.0478 0.1696 -0.0361 0.34
H 1.8299 4.9252 1.5577 -0.2998 0.1748 -0.1837 0.37
H 0.1318 5.0402 2.0176 -0.1647 -0.1518 0.1309 0.41
H -1.0084 3.2141 0.8974 -0.0205 -0.0804 0.2050 0.37
H -0.0030 1.8381 0.3168 -0.1392 0.0871 -0.0022 -0.24
H 0.3870 3.4753 -0.1604 -0.1266 0.0070 -0.0272 0.57
H 3.1818 2.9395 1.9791 -0.1030 0.0688 0.0343 0.39
H 2.5720 2.8994 0.3279 -0.0752 0.0180 0.0066 0.54
H 2.4555 1.4761 1.3693 -0.0173 0.0574 -0.1577 0.13
H -0.4660 0.7151 2.3929 -0.0366 -0.2105 0.0631 0.09
C -2.8502 0.4867 0.7012 0.4865 0.4600 0.2931 -1.56
C -3.3204 -0.8407 1.3178 0.0091 0.6625 -0.0009 2.08
C -3.3982 -0.6388 2.8243 0.2527 -0.0274 0.8200 -1.94
C -4.7207 -1.1810 0.7981 0.3652 -0.2268 0.0493 -1.39
C -4.6932 -1.6997 -0.6210 0.5140 0.4821 -0.3684 -0.61
C -3.7106 -2.8496 -0.7591 -0.7715 -0.5271 -0.0049 -1.34
C -2.2977 -2.5281 -0.2980 0.1141 -0.2153 -0.1179 2.25
C -1.5492 -3.8484 -0.1667 0.2427 -0.4288 -0.1555 -2.50
C -1.5459 -1.6762 -1.3129 0.2931 0.5818 -0.2872 -0.78
N -2.4242 -1.9644 1.0493 -0.3142 -0.4894 0.4681 -0.01
O -1.1386 -1.6648 1.5836 0.1043 0.1336 -0.2113 -0.22
H -3.2323 1.3448 1.2641 -0.3333 -0.1571 -0.1467 0.53
H -1.7662 0.6160 0.7819 -0.0430 -0.3183 -0.2028 -0.08
H -3.1232 0.6003 -0.3433 -0.0115 0.0458 -0.0612 0.39
H -3.7877 -1.5010 3.3738 -0.0517 -0.1159 -0.3269 0.43
H -2.4135 -0.4421 3.2602 -0.0256 0.0833 -0.1631 0.32
H -4.0226 0.2161 3.0891 -0.0959 -0.0138 -0.2083 0.43
H -5.1382 -1.9414 1.4618 -0.2481 0.1385 0.0399 0.36
H -5.2900 -0.2522 0.8223 -0.2933 -0.1168 0.3161 0.39
H -5.6943 -1.9726 -0.9519 0.0056 -0.0925 -0.0427 0.43
H -4.3554 -0.8698 -1.2547 -0.1809 -0.1410 -0.1838 0.30
H -3.6912 -3.2310 -1.7833 0.1602 0.1734 -0.0516 0.42
H -4.0852 -3.6924 -0.1627 0.0849 0.0954 0.0905 0.39
H -2.0144 -4.5157 0.5612 -0.0247 0.1643 0.1318 0.50
H -0.4986 -3.7018 0.0934 -0.0554 0.0213 0.0445 0.42
H -1.5637 -4.3798 -1.1224 0.0148 0.1077 -0.0219 0.43
H -1.3781 -2.2154 -2.2486 -0.1343 -0.1369 0.1537 0.21
H -0.5489 -1.3936 -0.9676 -0.0711 -0.0770 0.0442 -0.36
H -2.0465 -0.7464 -1.5831 -0.1491 -0.0411 0.0709 0.22
H -0.9658 -2.3804 2.2046 -0.0406 -0.0007 0.0549 0.23
O 1.4153 -0.8830 0.7658 0.0556 -0.3066 -0.2843 -0.72
H 0.5196 -1.2485 0.7843 -0.0567 -0.0203 0.1324 0.28
H 1.3792 -0.1740 1.4202 -0.0368 0.1190 0.1063 0.51
```
Positions in Å, forces in eV/Å.

---

Record 2
Formula: C27H60F3N4S
Source: the Open Molecules 2025 dataset
Level of theory: wB97M-V/def2-TZVPD

Calculated values
Highest occupied orbital energy (eV): -11.58
Orbital gap (eV): 7.8
Lowest unoccupied orbital energy (eV): -3.7769
Charge: +1

```
95
Properties=species:S:1:pos:R:3:forces:R:3:mulliken_charge:R:1
N 7.1010 2.0625 2.1392 -4.6986 -1.6273 2.0312 -0.72
C 5.9458 1.6468 2.7626 4.1790 1.1219 -1.6713 0.47
N 5.7859 2.1150 4.2246 0.4146 -1.5553 -2.4421 -0.56
N 4.9231 0.7905 2.0371 0.9801 0.0504 2.1003 -0.20
C 4.4427 -0.3705 2.8806 0.2983 -1.1626 0.8551 -0.50
C 3.2315 -1.2579 2.1805 -0.4026 0.6139 0.0900 -0.70
C 1.9765 -0.3074 1.6259 0.6366 -0.7255 -1.1048 0.76
C 0.5257 -0.6826 2.2780 0.4710 -1.2642 -2.3980 -0.70
N 0.1405 0.1281 3.5082 -2.2482 -0.6407 0.9561 0.15
S 1.3123 -0.0315 4.8373 1.0816 -0.2729 1.0771 -0.09
C -0.2721 1.5507 3.2272 -1.8072 2.5288 -0.0205 -0.34
C 0.9063 2.6718 3.2456 0.2707 2.2757 -1.0850 -0.14
C 0.7720 3.5240 1.8123 2.7065 0.3134 -1.3528 0.16
F -0.5168 4.2200 1.5872 3.6158 -2.8750 0.0139 -0.29
C 1.9224 3.5280 0.8215 -1.8299 0.2236 0.5161 0.37
F 3.3352 3.8327 1.2265 -5.2049 -1.9815 -1.6632 -0.21
F 1.7206 3.2671 -0.6524 1.0726 1.7814 5.2147 -0.21
H 7.1620 1.7327 1.1525 -0.3885 0.2354 0.8636 0.22
H 5.8329 1.2628 4.8302 0.0451 1.1563 -0.6304 0.25
H 6.5936 2.7658 4.4570 -1.2323 -1.3737 -0.7812 0.34
H 5.3615 0.4039 1.1692 -0.2953 0.7546 1.1473 0.28
H 5.3588 -1.1175 3.0443 -2.0252 1.3995 -0.0910 0.35
H 4.1267 0.0549 3.9487 0.5190 -0.9420 -2.4301 0.15
H 2.7349 -2.0013 2.9706 1.5712 1.4069 -1.7061 0.26
H 3.6806 -1.8580 1.2518 -1.0418 1.2418 2.2257 0.33
H 2.2778 0.8216 1.6715 -0.7844 -2.1066 0.0455 -0.47
H 1.8985 -0.5725 0.4642 -0.1629 0.7461 2.5881 -0.09
H 0.4809 -1.8494 2.5124 0.1554 2.6683 -0.1165 0.36
H -0.3392 -0.4914 1.4789 1.8598 -0.1940 1.8628 0.25
H -0.7305 -0.3550 3.8884 1.0676 0.7339 -0.7195 0.36
H 0.6645 0.2006 6.0809 -0.2538 -0.0617 -1.8578 0.23
H -1.0600 1.8506 4.0717 1.7889 -0.7885 -1.7669 0.04
H -0.8938 1.5913 2.2111 1.5713 -0.2758 2.1386 0.39
H 2.0048 2.2775 3.2662 -2.1478 0.5563 -0.0534 0.08
H 0.7916 3.4554 4.1348 0.0470 -1.9985 -1.8314 0.43
C 0.4569 0.1938 -2.1172 0.1960 0.0766 -0.2398 -0.84
C -0.8594 -0.0184 -2.8479 -0.2141 0.0236 0.1530 0.21
C -1.7278 -1.1159 -2.2261 -0.0784 -0.0309 -0.1951 -0.79
C -1.1167 -2.5214 -2.2365 0.0749 0.0019 0.0599 -0.60
C -0.7320 -3.0607 -3.6168 -0.0182 -0.1104 0.1371 -0.08
C -1.9192 -3.2143 -4.5550 0.0302 0.0078 -0.2035 -1.29
H 1.0877 -0.6991 -2.1528 -0.0166 0.0376 0.0210 0.28
H 1.0160 1.0127 -2.5808 0.0071 -0.0935 0.1628 0.43
H 0.2836 0.4539 -1.0683 0.0029 0.0248 0.0329 0.00
H -0.6647 -0.2355 -3.9027 -0.0222 -0.0141 0.0650 -0.38
H -1.4235 0.9222 -2.8272 0.0482 -0.1241 -0.0692 0.40
H -2.6934 -1.1350 -2.7446 0.0883 -0.0152 0.0804 0.37
H -1.9509 -0.8445 -1.1860 -0.0145 0.0278 -0.0232 0.35
H -1.8331 -3.2117 -1.7737 0.0569 0.0400 -0.0553 0.41
H -0.2281 -2.5373 -1.5943 -0.0129 0.0091 -0.0008 0.19
H -0.2641 -4.0437 -3.4861 0.0155 0.1374 0.0086 0.38
H 0.0245 -2.4206 -4.0820 0.0012 0.0014 0.0422 -0.03
H -2.6708 -3.8852 -4.1274 0.0300 0.0886 -0.0459 0.38
H -1.5912 -3.6386 -5.5094 -0.1180 0.0575 0.0961 0.36
H -2.3943 -2.2520 -4.7668 -0.0039 -0.0971 -0.0011 0.28
C -5.7413 2.5371 8.4558 -0.0210 -0.0565 0.2080 -1.23
C -4.4421 2.4778 7.6681 0.0242 0.1891 -0.1385 -0.35
C -4.6548 2.3588 6.1562 0.0259 -0.0058 0.0147 -0.32
C -5.3776 1.0891 5.6930 -0.1235 0.0338 0.0468 -0.71
C -4.7158 -0.2298 6.1008 -0.2603 0.0815 -0.0890 -0.54
C -3.3254 -0.4127 5.5120 0.3132 -0.2593 0.0698 -1.00
H -6.3271 1.6208 8.3392 0.0082 0.1097 0.0222 0.29
H -5.5283 2.6604 9.5224 -0.1166 -0.0083 -0.1278 0.38
H -6.3549 3.3842 8.1334 0.0277 -0.1148 0.0251 0.30
H -3.8262 1.6509 8.0346 0.0131 -0.0134 -0.0249 0.24
H -3.8738 3.3950 7.8662 -0.0092 -0.1349 -0.0426 0.36
H -3.6804 2.4251 5.6587 -0.0026 0.0221 -0.0383 -0.03
H -5.2286 3.2282 5.8096 0.0890 -0.1098 0.0422 0.39
H -5.4610 1.1201 4.5993 -0.0175 -0.0275 0.0802 0.35
H -6.4065 1.0965 6.0718 0.1386 0.0044 -0.0505 0.34
H -5.3494 -1.0558 5.7565 0.0842 0.0977 0.0843 0.35
H -4.6679 -0.3144 7.1912 0.0126 0.0237 -0.0858 0.28
H -3.3560 -0.3737 4.4187 -0.0549 0.0365 -0.0633 0.31
H -2.9189 -1.3862 5.8043 0.0236 0.0638 -0.0580 0.43
H -2.6320 0.3553 5.8667 0.0020 0.0803 0.0406 0.18
C 0.3492 -2.6336 -10.2275 -0.1601 0.0561 -0.1353 -1.16
C 1.4431 -1.6493 -9.8446 0.1872 -0.0952 0.0153 -0.36
C 2.1664 -2.0216 -8.5472 0.0999 0.1069 0.0025 -0.98
C 1.2899 -2.0433 -7.2900 -0.1370 -0.1035 -0.0310 -0.55
C 0.5639 -0.7334 -6.9722 0.0747 -0.1377 0.0565 0.42
C 1.5084 0.4252 -6.6914 -0.0947 0.2122 -0.0298 -1.33
H -0.4462 -2.6661 -9.4775 0.0495 -0.0450 -0.0689 0.27
H -0.1047 -2.3389 -11.1790 0.0015 -0.1142 0.1145 0.37
H 0.7560 -3.6429 -10.3452 -0.0686 0.0680 0.0401 0.29
H 1.0236 -0.6412 -9.7737 0.0391 -0.0122 0.0266 0.23
H 2.1814 -1.6182 -10.6554 -0.0671 0.0610 0.1261 0.38
H 2.9997 -1.3253 -8.3980 -0.0538 -0.0630 0.0154 0.34
H 2.6217 -3.0133 -8.6672 -0.0539 0.1049 -0.0001 0.40
H 1.9215 -2.3146 -6.4347 -0.0423 0.0300 -0.0338 0.37
H 0.5457 -2.8437 -7.3782 0.0667 0.0408 -0.0057 0.28
H -0.0635 -0.8915 -6.0870 -0.0350 -0.0361 -0.0956 -0.41
H -0.1170 -0.4644 -7.7862 0.0304 -0.0573 0.0314 0.35
H 2.1715 0.1940 -5.8520 0.0127 0.0146 -0.0776 0.26
H 0.9362 1.3221 -6.4331 0.1370 -0.0387 -0.0148 0.40
H 2.1240 0.6654 -7.5631 -0.0245 -0.0146 0.1199 0.38
```
Positions in Å, forces in eV/Å.

---

- Which value of charge does entry 2 give?
  +1